# CH3FNO2S

A 2-piece molecular cluster, CH3FNO2S overall at a distorted geometry (the ωB97M-V functional and the def2-TZVPD basis, OMol25).

Cartesian coordinates (Å):
C: 0.08 -1.49 0.17
N: 0.07 1.14 -0.69
O: -1.30 0.57 1.34
O: -2.00 -0.34 -0.82
F: 2.45 -0.55 -0.16
S: -0.90 -0.03 0.07
H: 0.30 -1.59 1.24
H: 0.51 1.66 0.04
H: 0.79 0.63 -1.20

Values from the calculation:
LUMO level (alpha / beta) (eV): 2.463 / 2.462
ΔE to the lowest compared entry with this formula, charge and spin (eV): 4.3774
Charge: -1
Multiplicity: 1
Frontier orbital gap (alpha / beta) (hartree): 0.2860 / 0.2859
Energy (eV): -20220.3967

Atomic partial charges in e from the Mulliken method, atoms 1 to 8:
1 C -0.26
2 N -0.59
3 O -0.66
4 O -0.61
5 F -0.78
6 S 1.06
7 H 0.20
8 H 0.29